Record 1
Below is a molecular structure, C41H30Cl2F3MoN3O2STe at a distorted geometry, with properties calculated with ωB97M-V/def2-TZVPD.

Results
Gap between HOMO and LUMO (alpha / beta) in eV: 4.822 / 5.290
HOMO (alpha / beta) in Ha: -0.2021 / -0.2763
Spin multiplicity: 3

Cartesian coordinates (Å):
Mo -1.692706 0.025610 -0.142768
F -2.871345 2.662622 5.124738
C -2.836785 1.440716 4.462461
F -1.525970 1.014247 4.532877
F -3.543761 0.537249 5.264703
C -3.405344 1.630100 3.073596
C -4.107932 2.796288 2.775665
C -4.568566 2.992730 1.444285
C -4.056801 2.233005 0.419905
N -3.122975 1.299353 0.728317
C -3.055259 0.737184 2.009783
S -2.601627 -0.997945 1.938454
H -4.285956 3.592211 3.527863
H -5.306552 3.759509 1.191820
H -4.348255 2.298056 -0.640273
C 4.511337 -4.409046 -0.318318
C 3.097628 -3.866979 -0.362655
C 2.143667 -4.610493 -1.142177
C 0.921514 -4.038677 -1.312840
C -0.030807 -4.563396 -2.385701
O 0.279596 -4.764203 -3.569323
C -1.481913 -4.586001 -2.018384
C -1.981584 -4.609806 -0.710899
C -3.313785 -4.300827 -0.502060
C -4.128428 -3.838706 -1.544316
C -3.627717 -3.923088 -2.855170
C -2.363994 -4.411329 -3.095089
C 0.646945 -2.598631 -0.947606
O -0.074318 -1.923877 -1.720316
C 1.496074 -1.981337 0.058867
C 2.729821 -2.709064 0.309903
C 1.355389 -0.595191 0.571831
N 0.346321 0.275255 0.359019
C 0.658977 1.690869 0.832818
C -0.191035 2.780404 0.276344
Te -0.341311 4.597840 1.570228
C 1.749156 4.876696 1.484687
C 2.367553 5.203253 0.243014
C 3.769819 5.147370 0.163695
C 4.548085 4.756659 1.259038
C 3.929697 4.574186 2.514847
C 2.539423 4.673737 2.642697
C 2.547900 -0.178478 1.443140
C 2.461327 -0.356456 2.846767
C 3.473968 0.113287 3.703819
C 4.613573 0.699312 3.173372
C 4.758749 0.796801 1.768181
C 3.804061 0.245006 0.906280
H 4.502321 -5.449098 -0.697564
H 4.907881 -4.401755 0.692557
H 5.181813 -3.797072 -0.958181
H 2.445371 -5.565397 -1.602885
H -1.358932 -4.872708 0.156368
H -3.729720 -4.344815 0.508995
H -5.086218 -3.389842 -1.335746
H -4.246409 -3.630460 -3.691837
H -1.953041 -4.495600 -4.129321
H 3.407723 -2.282108 1.047484
H 1.711149 1.868653 0.566304
H 0.528700 1.704684 1.948245
H -1.253053 2.483973 0.130514
H 0.144014 3.183744 -0.692575
H 1.749011 5.398446 -0.643112
H 4.212499 5.390593 -0.817602
H 5.637032 4.630878 1.143776
H 4.496521 4.392109 3.441961
H 2.011855 4.546282 3.610778
H 1.552877 -0.821137 3.233587
H 3.319230 -0.004983 4.797199
H 5.396183 1.044575 3.848514
H 5.666089 1.257916 1.351389
H 3.897697 0.275329 -0.193340
Cl 0.003953 0.738692 -3.007904
C -1.480599 0.312076 -3.766279
C -1.641818 0.540785 -5.136007
C -2.916191 0.450819 -5.719814
C -4.006169 0.137560 -4.903740
C -3.864695 -0.105809 -3.539404
Cl -5.358743 -0.209605 -2.634500
C -2.583970 -0.101223 -2.935295
N -2.346130 -0.521926 -1.661447
H -0.735005 0.816585 -5.677768
H -3.083877 0.640677 -6.785096
H -5.013206 -0.006860 -5.303369

Cartesian forces (eV/Å) of the 6 atoms listed first:
0.263 -0.750 -0.513
0.042 -1.569 -0.589
0.196 -0.153 2.145
-1.707 0.580 -0.590
0.839 1.351 -1.361
0.904 0.078 0.072

Record 2
Below is a molecular structure, C41H30Cl3N9O4S2Se2Tl, with properties calculated with ωB97M-V/def2-TZVPD.

Results
Gap between HOMO and LUMO in eV: 5.766
HOMO in Ha: -0.1505
Spin multiplicity: 1
Charge: -1
Energy relative to the best compared isomer or geometry (same formula, charge and spin) in kJ/mol: 0.0

Cartesian coordinates (Å):
Tl 1.507447 -1.523831 -0.320406
C 4.291397 2.336632 1.142101
C 3.907414 1.015008 1.335716
N 2.647237 0.687660 1.568783
C 1.758912 1.677325 1.611591
C 2.146449 2.991007 1.373475
N 3.411394 3.329098 1.152334
C 0.345064 1.306068 1.919380
C -0.562657 2.242008 2.401575
C -1.864544 1.842498 2.669075
C -2.205054 0.516797 2.443187
C -1.233972 -0.355445 1.964102
N 0.009231 0.036186 1.713780
C -1.538821 -1.789757 1.690955
C -2.816860 -2.197462 1.332421
N -3.109326 -3.459578 1.039153
C -2.094080 -4.307913 1.075053
C -0.812586 -3.910798 1.438120
N -0.529905 -2.658946 1.758901
C -2.860177 2.802721 3.202803
C -4.177771 2.792198 2.768259
C -5.069186 3.705443 3.306332
N -4.747804 4.605516 4.231519
C -3.480980 4.612538 4.638286
C -2.511625 3.746950 4.161519
H 5.327309 2.587457 0.950412
H 4.625768 0.209636 1.266160
H 1.418884 3.790811 1.332046
H -0.264241 3.267326 2.564049
H -3.198875 0.160283 2.674953
H -3.623905 -1.480149 1.253551
H -2.288489 -5.336268 0.800098
H 0.005770 -4.621269 1.457413
H -4.500264 2.110481 1.993916
H -6.097382 3.717961 2.964583
H -3.223640 5.346853 5.393110
H -1.504570 3.795141 4.552698
Se 2.106586 -4.969948 -0.935661
Se 4.163778 -5.348690 0.133896
C 3.966416 -4.195101 1.663292
C 4.631909 -4.575673 2.827905
C 4.528492 -3.764028 3.940258
C 3.756381 -2.614767 3.868081
C 3.134178 -2.323753 2.666558
N 3.249550 -3.087733 1.578739
C 2.839819 -4.046038 -2.481328
C 2.913518 -4.741267 -3.677247
C 3.369614 -4.063119 -4.795944
C 3.728175 -2.733737 -4.670369
C 3.622416 -2.132312 -3.425427
N 3.189554 -2.776933 -2.348698
H 5.204748 -5.492370 2.854948
H 5.031949 -4.036129 4.859863
H 3.634761 -1.959901 4.718446
H 2.521971 -1.439855 2.550594
H 2.605031 -5.775918 -3.722092
H 3.433051 -4.567241 -5.752098
H 4.072447 -2.159496 -5.519144
H 3.865206 -1.086929 -3.279681
C -2.158892 -3.423338 -3.475873
S -0.803283 -3.112134 -2.387619
O 0.188648 -2.384188 -3.164463
O -1.361910 -2.335964 -1.273876
O -0.328454 -4.424152 -1.936726
H -2.467499 -2.478097 -3.911633
H -2.973137 -3.858551 -2.903627
H -1.829634 -4.110872 -4.249613
C -6.713036 5.270256 -1.239857
C -5.320414 4.679943 -1.298772
O -4.433243 5.060353 -0.586158
S -5.169557 3.391621 -2.519381
C -3.510863 2.846012 -2.296667
C -2.441333 3.600234 -2.771771
C -1.148492 3.140338 -2.630950
C -0.883631 1.903309 -2.023941
C -1.964587 1.149228 -1.554422
C -3.258223 1.620209 -1.686039
C 0.458202 1.447920 -1.892056
C 1.652533 1.216755 -1.845395
H -6.626530 6.354927 -1.242270
H -7.172975 4.967387 -0.299505
H -7.340730 4.944082 -2.066746
H -2.628682 4.551454 -3.253766
H -0.317346 3.725059 -3.001802
H -1.781230 0.172503 -1.127387
H -4.085677 1.017665 -1.329136
Cl 6.528835 2.417360 -2.259470
C 5.212081 1.350122 -1.933297
Cl 5.684098 -0.252497 -1.474324
Cl 3.531961 3.305935 -2.563423
C 3.902654 1.680547 -2.012829
N 2.905217 0.867348 -1.663089

Cartesian forces (eV/Å) of the 6 atoms listed first:
-0.009 0.022 -0.315
0.107 -0.059 -0.025
-0.047 0.136 -0.145
0.015 0.029 0.166
-0.216 -0.053 0.004
0.008 0.022 -0.063

Record 3
Below is 5 unconnected molecules or ions with the total composition C41H30F4N2O19P2 at a distorted geometry, with properties calculated with ωB97M-V/def2-TZVPD.

Results
Gap between HOMO and LUMO in eV: 6.800
HOMO in Ha: -0.3155
Structure (SMILES): Cc1nc2cc(C(F)(F)F)c(PP(=O)(O)O)c(Cc3ccccc3)c2nc1F.O=C1C=C(O)C(=O)C=C1O.O=C1C=C(O)C(=O)C=C1O.O=C1C=C(O)C(=O)C=C1O.O=C1C=C(O)C(=O)C=C1O
Spin multiplicity: 1
Energy relative to the best compared isomer or geometry (same formula, charge and spin) in kJ/mol: 1210.7

Cartesian coordinates (Å):
C 12.206522 -3.464788 0.759173
C 11.087089 -2.499324 1.409580
N 11.009761 -1.171793 0.903090
C 10.016841 -0.374940 1.572329
C 9.875045 1.128983 1.099087
C 8.856951 2.100896 1.726674
C 8.804879 3.584589 1.155991
F 7.477566 4.016985 0.806932
F 9.433233 4.539129 2.024509
F 9.549520 3.671705 -0.076090
C 7.936010 1.546149 2.880442
P 6.664058 2.636645 3.762892
P 7.846669 3.539188 5.407863
O 9.270932 3.734651 4.830456
O 7.230238 5.054428 5.900214
O 8.007741 2.436309 6.710986
C 8.055870 0.045894 3.332557
C 7.039075 -0.460751 4.492650
C 5.619547 -0.852371 3.813450
C 5.569284 -2.016918 2.753162
C 4.227487 -2.413828 2.033633
C 2.859312 -1.680606 2.329624
C 2.929303 -0.546803 3.419426
C 4.277536 -0.142664 4.132379
C 9.113361 -0.951236 2.686879
N 9.132898 -2.288157 3.219702
C 10.158497 -3.003095 2.551363
F 10.356011 -4.365164 2.977553
H 12.060598 -3.567953 -0.376765
H 12.269056 -4.469113 1.305030
H 13.203689 -2.888072 0.888543
H 10.587042 1.491805 0.266352
H 6.212167 3.710462 2.902856
H 7.809820 5.346336 6.655710
H 8.401353 1.614752 6.319661
H 6.904721 0.326504 5.324801
H 7.442078 -1.402886 5.031390
H 6.488447 -2.616933 2.449372
H 4.178133 -3.235411 1.242354
H 1.893998 -1.981875 1.779882
H 1.949073 -0.021254 3.665433
H 4.208898 0.703822 4.914459
O -0.745397 -1.086304 -4.537422
C -0.343011 -1.522453 -3.472265
C -1.129630 -1.431785 -2.237126
C -0.645420 -1.907077 -1.087720
O -1.366597 -1.832232 0.068378
C 0.701876 -2.539448 -1.014121
O 1.120620 -2.946913 0.058756
C 1.478103 -2.651829 -2.252790
C 0.993660 -2.180061 -3.403491
O 1.702307 -2.279549 -4.562630
H -2.108098 -0.967042 -2.303888
H -0.802222 -2.240555 0.753431
H 2.447078 -3.128930 -2.188752
H 1.139985 -1.865565 -5.246805
O -3.441501 0.163887 -2.909582
C -4.592045 0.569911 -2.861145
C -5.705101 -0.274660 -2.416782
C -6.952332 0.200818 -2.393409
O -7.994891 -0.570952 -1.980844
C -7.258747 1.596141 -2.817849
O -8.411133 1.993620 -2.801465
C -6.141594 2.447856 -3.239636
C -4.894824 1.973950 -3.259844
O -3.847183 2.754824 -3.646952
H -5.468984 -1.285929 -2.113481
H -8.786121 -0.001385 -2.058214
H -6.375817 3.464026 -3.528191
H -3.057082 2.183669 -3.576395
O -5.723179 2.316710 0.157084
C -6.403730 3.103936 0.793897
C -6.810306 4.405706 0.255262
C -7.541642 5.246966 0.989627
O -7.928506 6.457932 0.501304
C -7.966899 4.899682 2.375455
O -8.618818 5.699915 3.024014
C -7.580563 3.587788 2.905373
C -6.852249 2.745344 2.169729
O -6.487996 1.522367 2.647690
H -6.493273 4.646279 -0.750715
H -8.442774 6.875616 1.220264
H -7.910541 3.340824 3.905697
H -5.968605 1.107435 1.931042
O -11.273334 -5.860248 -5.690999
C -10.925400 -4.714645 -5.462063
C -10.935290 -3.669353 -6.491127
C -10.530779 -2.429989 -6.205150
O -10.537073 -1.448549 -7.150278
C -10.054184 -2.064078 -4.841186
O -9.674514 -0.926193 -4.620392
C -10.066709 -3.102546 -3.805957
C -10.474458 -4.341249 -4.090830
O -10.493954 -5.315627 -3.139070
H -11.281351 -3.948604 -7.477253
H -10.200372 -0.650060 -6.697812
H -9.734859 -2.819088 -2.815781
H -10.824850 -6.115600 -3.593176

Cartesian forces (eV/Å) of the 6 atoms listed first:
0.001 1.245 0.548
-0.677 1.269 -0.101
-2.428 -2.769 3.814
-0.699 0.661 0.268
-2.142 0.330 2.063
1.498 -4.031 0.061